[1]
Computed, not measured: a molecular structure, C14H43O8V in a non-equilibrium geometry, with ωB97M-V with the def2-TZVPD basis set.

Geometry (Å):
V  -34.95067  -3.29474  -9.72788
O  -33.95114  -2.98538  -11.55125
H  -33.17652  -3.41524  -11.90634
C  -36.70156  -0.87464  -15.22262
C  -36.00425  -2.03136  -14.53541
O  -35.90087  -1.70915  -13.14713
H  -36.17260  0.07287  -15.13669
H  -37.73064  -0.83730  -14.86729
H  -36.69322  -1.03700  -16.30478
H  -35.01015  -2.16231  -14.97105
H  -36.54112  -2.96520  -14.73380
H  -35.12866  -2.17506  -12.77156
C  -31.78915  -5.77703  -15.01308
C  -33.00103  -5.28786  -14.25727
O  -32.97085  -3.86377  -14.13397
H  -31.74153  -5.35795  -16.01576
H  -31.85045  -6.86624  -15.07891
H  -30.85252  -5.56597  -14.49493
H  -33.08388  -5.72993  -13.25520
H  -33.88970  -5.63007  -14.80439
H  -33.52446  -3.67488  -13.35872
C  -38.28351  -5.41430  -11.42543
C  -36.96071  -4.77055  -11.84502
O  -36.03471  -4.91391  -10.74127
H  -38.63009  -5.02340  -10.46944
H  -38.10759  -6.48733  -11.31561
H  -39.07450  -5.29117  -12.16426
H  -37.07672  -3.73543  -12.14243
H  -36.53887  -5.30354  -12.69934
H  -35.93933  -5.85906  -10.58199
C  -38.29686  -0.37649  -10.17739
C  -37.97943  -1.84652  -10.27514
O  -36.54483  -1.99991  -10.51472
H  -37.71017  0.17720  -9.44786
H  -39.35779  -0.28957  -9.92592
H  -38.17356  0.12884  -11.13699
H  -38.52261  -2.32563  -11.09074
H  -38.14289  -2.39189  -9.34553
H  -36.40563  -1.66505  -11.43033
C  -30.75876  0.57851  -11.93283
C  -31.52278  -0.72492  -11.72110
O  -32.91574  -0.43804  -11.72972
H  -31.09450  1.15964  -12.79133
H  -29.68690  0.39556  -11.97629
H  -30.98612  1.28577  -11.12635
H  -31.12159  -1.33979  -10.90648
H  -31.32050  -1.28981  -12.64357
H  -33.37836  -1.30072  -11.78503
C  -31.42044  -4.85130  -10.24396
C  -32.72155  -5.54708  -9.88525
O  -33.39659  -4.78516  -8.85329
H  -31.63412  -3.78707  -10.35363
H  -31.03568  -5.20622  -11.20291
H  -30.63011  -4.99741  -9.50952
H  -32.49882  -6.55108  -9.52180
H  -33.35677  -5.60391  -10.76839
H  -33.27033  -5.24332  -8.01759
C  -33.54554  0.69068  -8.34184
C  -33.17451  -0.74145  -8.00313
O  -33.57288  -1.60731  -9.07581
H  -33.25194  1.39430  -7.56482
H  -34.60787  0.80011  -8.57149
H  -33.07028  0.97800  -9.28352
H  -33.64173  -1.10244  -7.08828
H  -32.08810  -0.76985  -7.87985
H  -33.12670  -1.27479  -9.87896

Summary:
⟨S²⟩: 3.754
Kohn-Sham gap (spin up / spin down), eV: 8.68 / 9.12
Strongest force on any atom, hartree/bohr: 0.050
Net charge: +1
Multiplicity: 4
ΔE to the lowest compared entry with this formula, charge and spin, eV: 0.0000


[2]
Computed, not measured: a molecular structure, C44H38GeN5O2RuS, with ωB97M-V with the def2-TZVPD basis set.

Geometry (Å):
Ru  0.26618  0.47410  -2.36179
O  2.35610  1.12413  -2.99207
N  2.58316  2.34303  -2.80891
N  1.53788  3.03569  -2.49559
O  0.30829  2.53552  -2.44951
C  1.69810  4.41029  -2.19559
C  2.95135  5.01670  -2.24507
C  3.05571  6.36014  -1.92883
C  1.93287  7.09493  -1.56384
C  0.69445  6.47222  -1.51334
C  0.56516  5.12680  -1.82781
H  3.82235  4.43715  -2.50724
H  4.03072  6.83126  -1.95530
H  2.02804  8.14329  -1.30896
H  -0.18633  7.02809  -1.21649
H  -0.38237  4.61186  -1.78073
C  -1.54867  0.12078  -1.91188
Ge  -2.41743  -0.01582  -0.23317
C  -2.15492  1.56188  0.92482
C  -3.11722  2.02546  1.82102
C  -2.90270  3.16271  2.59047
C  -1.70792  3.86006  2.47705
C  -0.73973  3.41488  1.58872
C  -0.96346  2.28175  0.81715
C  -1.98629  -1.60887  0.86019
C  -2.70477  -2.79392  0.70051
C  -2.37363  -3.94250  1.40906
C  -1.30849  -3.92156  2.29988
C  -0.58352  -2.75115  2.47454
C  -0.91699  -1.60992  1.75609
C  -4.38704  -0.23752  -0.47127
C  -4.96162  -0.17429  -1.73965
C  -6.32200  -0.38369  -1.93573
C  -7.14722  -0.66437  -0.85663
C  -6.59766  -0.74178  0.41646
C  -5.23649  -0.53601  0.59717
H  -2.15749  -0.22542  -2.76283
H  -4.06280  1.50418  1.92176
H  -3.66771  3.50312  3.28038
H  -1.53084  4.74326  3.08098
H  0.20185  3.94465  1.49941
H  -0.19853  1.93990  0.12817
H  -3.54589  -2.82443  0.01425
H  -2.94789  -4.85274  1.26714
H  -1.03528  -4.81572  2.84947
H  0.26901  -2.73222  3.14174
H  -0.30792  -0.72055  1.87523
H  -4.33026  0.04857  -2.59224
H  -6.73775  -0.32815  -2.93588
H  -8.20849  -0.82903  -1.00619
H  -7.22808  -0.97351  1.26802
H  -4.82239  -0.64456  1.59478
C  -1.91812  -5.19778  -4.24068
C  -1.78086  -4.54683  -2.86690
C  -0.63305  -3.58553  -2.81383
N  -0.67703  -2.42081  -3.34496
N  0.48481  -1.70270  -3.18193
C  1.42192  -2.39438  -2.57711
N  2.69991  -1.97001  -2.40852
S  0.89083  -3.96467  -2.07291
H  -2.77291  -5.87675  -4.27047
H  -1.02209  -5.76718  -4.49612
H  -2.05657  -4.43287  -5.00472
H  -1.65547  -5.30207  -2.08939
H  -2.68177  -3.98653  -2.61428
H  2.77636  -0.95862  -2.50261
H  3.10347  -2.25771  -1.52320
C  1.10724  -0.07019  -0.64438
C  1.87625  -0.24052  0.29535
C  2.79090  -0.45807  1.38478
C  3.03852  -1.78906  1.81521
C  2.47182  -2.89299  1.10786
C  2.68364  -4.20631  1.46183
C  3.45647  -4.55268  2.57105
C  3.96849  -3.49743  3.32694
C  3.77373  -2.17624  2.97860
C  3.42372  0.72930  1.91856
C  2.81926  1.99964  1.72537
C  3.39150  3.17163  2.17012
C  4.61892  3.17211  2.83358
C  5.25267  1.94842  3.00795
C  4.68294  0.76603  2.56448
H  1.78531  -2.66174  0.30471
H  2.20560  -4.98294  0.86964
H  3.61978  -5.58565  2.85131
H  4.52927  -3.71096  4.23358
H  4.15071  -1.41765  3.64903
H  1.87438  2.02329  1.19828
H  2.87262  4.10934  1.99421
H  5.07063  4.09366  3.18126
H  6.22917  1.91059  3.48305
H  5.25361  -0.14588  2.66732

Summary:
⟨S²⟩: 0.789
Kohn-Sham gap (spin up / spin down), eV: 3.91 / 3.89
Strongest force on any atom, hartree/bohr: 0.014
Net charge: -2
Multiplicity: 2
ΔE to the lowest compared entry with this formula, charge and spin, eV: 0.3449


[3]
Computed, not measured: a single CHFS2 molecule in a non-equilibrium geometry, with ωB97M-V with the def2-TZVPD basis set.

Geometry (Å):
C  -0.60336  -0.19508  0.09558
F  -1.30278  -1.31191  -0.03471
S  1.03134  -0.53199  -0.04443
S  1.88087  1.15325  -0.03682
H  -1.00607  0.88572  0.02038

Summary:
Kohn-Sham gap (spin up / spin down), eV: 7.40 / 7.60
Strongest force on any atom, hartree/bohr: 0.047
Net charge: 0
ΔE to the lowest compared entry with this formula, charge and spin, eV: 1.0624


[4]
Computed, not measured: 2 unconnected molecules or ions with the total composition C4H3F in a non-equilibrium geometry, with ωB97M-V with the def2-TZVPD basis set.

Geometry (Å):
C  -1.17638  -0.78977  -1.25152
C  -1.66278  0.24836  -0.98933
F  -2.20566  1.34834  -0.66121
H  -0.99407  -1.72913  -1.68930
C  2.06157  0.36050  0.88339
C  0.96987  0.04180  1.33138
H  3.01319  0.75241  0.80534
H  -0.00574  -0.23251  1.57125

Summary:
Kohn-Sham gap, eV: 11.26
Strongest force on any atom, hartree/bohr: 0.077
SMILES string: C#CF.C#C
Net charge: 0
ΔE to the lowest compared entry with this formula, charge and spin, eV: 2.7835


[5]
Computed, not measured: a single C5H8FNS molecule in a non-equilibrium geometry, with ωB97M-V with the def2-TZVPD basis set.

Geometry (Å):
C  1.23541  1.77694  -0.03497
C  0.56086  0.41709  0.23080
C  -0.73015  0.16038  -0.23352
N  -1.33452  -1.15247  0.06038
C  -2.64218  -1.15103  0.21293
S  -3.79803  0.19949  -0.14516
C  1.79040  -0.57413  0.12534
F  1.50479  -1.91157  -0.35814
H  2.08045  1.42298  -0.85280
H  0.52047  2.62146  -0.41704
H  1.53097  2.00457  0.91076
H  -1.37245  1.08552  -0.35723
H  -1.00879  -2.06188  0.17800
H  -3.10866  -2.18524  0.35884
H  2.34391  -0.06717  -0.67814
H  2.42754  -0.58496  0.99996

Summary:
Kohn-Sham gap, eV: 8.11
Strongest force on any atom, hartree/bohr: 0.093
SMILES string: C/C(=C/NC=S)CF
Net charge: 0
ΔE to the lowest compared entry with this formula, charge and spin, eV: 3.0718


> The lowest ΔE to the lowest compared entry with this formula, charge and spin belongs to which entry?

C14H43O8V


What did the fourth record say?
Computed, not measured: 2 unconnected molecules or ions with the total composition C4H3F in a non-equilibrium geometry, with ωB97M-V with the def2-TZVPD basis set.

Geometry (Å):
C  -1.17638  -0.78977  -1.25152
C  -1.66278  0.24836  -0.98933
F  -2.20566  1.34834  -0.66121
H  -0.99407  -1.72913  -1.68930
C  2.06157  0.36050  0.88339
C  0.96987  0.04180  1.33138
H  3.01319  0.75241  0.80534
H  -0.00574  -0.23251  1.57125

Summary:
Kohn-Sham gap, eV: 11.26
Strongest force on any atom, hartree/bohr: 0.077
SMILES string: C#CF.C#C
Net charge: 0
ΔE to the lowest compared entry with this formula, charge and spin, eV: 2.7835


> What is the formula in the second record?

C44H38GeN5O2RuS